Record 1
20
Properties=species:S:1:pos:R:3:forces:R:3 method="wB97M-V/def2-TZVPD" e_lumo_ev=0.6 total_energy_ha=-423.409067 mol_weight_g_mol=120.1 de_lowest_kcal_mol=28.1 largest_force_ev_per_a=3.3 total_charge=0
C 1.6535 1.3890 0.2132 1.2 -1.7 0.1
C 0.2283 1.6622 -0.1924 -1.2 0.5 -0.1
C -0.7053 1.3040 0.9496 -1.8 0.9 -0.1
C -0.1942 0.7362 -1.3000 1.2 0.3 -2.0
C -0.2457 -0.7469 -0.9750 0.5 -2.6 0.3
O -0.2740 -1.3934 0.0781 0.2 1.8 -2.5
O -0.2981 -1.4110 -2.1833 0.0 1.3 -0.2
H 2.1085 2.2892 0.6521 -0.1 -0.6 0.5
H 1.6453 0.4174 0.8873 0.5 2.2 -1.1
H 2.3094 1.1604 -0.6726 -0.6 0.2 0.6
H 0.1274 2.7580 -0.5023 -0.1 -1.5 0.2
H -1.1418 2.1879 1.3992 0.3 0.1 0.7
H -1.6035 0.7176 0.6755 0.4 0.4 -0.4
H -0.2079 0.6467 1.6017 0.5 -0.2 1.4
H 0.4986 0.9458 -2.1767 -0.6 -1.0 0.8
H -1.1558 0.9159 -1.7790 -0.4 0.4 0.4
H 0.0196 -2.3152 -2.2518 -0.2 -0.2 0.9
O -0.2724 -1.2386 2.7591 1.6 -2.7 0.8
H -0.5487 -1.3476 1.8370 0.2 0.0 0.1
H 0.2852 -2.0995 2.9253 -1.7 2.6 -0.4

Record 2
57
Properties=species:S:1:pos:R:3:forces:R:3 method="wB97M-V/def2-TZVPD" e_lumo_ev=0.3 total_energy_ha=-6363.745368 mol_weight_g_mol=744.4 de_lowest_kcal_mol=0.0 largest_force_ev_per_a=0.3 total_charge=0
Pt 0.1427 0.1321 -1.2499 -0.1 0.0 0.1
O 5.7743 2.3620 -2.0073 0.0 0.0 0.0
C 4.5596 1.7824 -1.9790 0.1 0.0 0.0
C 4.3383 0.5004 -1.4919 0.0 0.0 0.0
C 3.0512 0.0160 -1.4896 0.0 0.0 -0.1
N 1.9961 0.7199 -1.9298 0.1 0.2 0.2
C 2.2416 1.9301 -2.4466 0.0 -0.1 -0.2
Br 0.8047 2.8476 -3.2381 0.0 0.0 0.1
C 3.4919 2.5035 -2.4938 0.0 0.0 0.0
H 6.4329 1.7777 -1.6155 0.0 0.0 0.0
H 5.1472 -0.1088 -1.1110 0.0 0.0 0.0
H 2.8257 -0.9802 -1.1362 0.0 0.0 0.1
H 3.6423 3.4835 -2.9189 0.0 0.0 0.0
C -3.0204 1.1670 -1.8359 0.1 0.0 0.0
C -2.7996 0.0595 -0.8745 0.0 0.0 0.0
N -1.6390 -0.4575 -0.5226 -0.1 0.0 -0.1
C -1.8809 -1.4658 0.3831 0.0 0.0 0.0
C -3.2161 -1.5524 0.5933 0.0 0.0 0.0
N -3.7804 -0.5865 -0.2105 0.0 0.0 0.0
H -2.4863 0.9598 -2.7634 0.0 0.0 0.0
H -2.6116 2.0924 -1.4259 0.0 0.0 0.0
H -4.0823 1.2864 -2.0494 0.0 0.0 0.0
H -1.0794 -2.0412 0.8088 0.0 0.0 0.0
H -3.8012 -2.1976 1.2218 0.0 0.0 0.0
H -4.7599 -0.3850 -0.3020 0.0 0.0 0.0
F 0.5636 -5.1613 -4.4151 0.0 0.0 0.0
C 0.4580 -3.9999 -3.7230 0.0 0.0 0.0
C -0.0798 -2.8944 -4.3478 0.0 0.0 0.0
C -0.1808 -1.7078 -3.6301 0.0 0.0 0.0
C 0.2461 -1.6014 -2.3025 0.1 0.0 -0.1
C 0.7770 -2.7576 -1.7201 0.0 0.0 0.0
C 0.8897 -3.9585 -2.4154 0.0 0.0 0.0
H -0.4090 -2.9687 -5.3763 0.0 0.0 0.0
H -0.6019 -0.8411 -4.1279 0.0 0.0 0.0
H 1.1076 -2.7357 -0.6850 0.0 0.0 0.0
H 1.3000 -4.8488 -1.9564 0.0 0.0 0.0
C -1.2002 -0.2044 5.8253 0.0 0.0 0.0
C -0.9102 0.3654 4.4627 0.0 0.0 0.0
C 0.2908 0.1205 3.8160 0.0 0.0 0.0
C 0.5743 0.6517 2.5595 0.0 -0.1 -0.1
C 1.8932 0.3281 1.9184 0.0 0.0 0.1
C -0.3739 1.4540 1.9140 0.0 0.1 -0.1
Se 0.0042 2.2397 0.1877 -0.1 0.0 0.0
C -1.5883 1.7241 2.5638 0.0 0.1 0.0
C -2.6303 2.6255 1.9576 0.0 0.0 0.0
C -1.8358 1.1743 3.8166 0.0 0.0 0.0
H -0.4225 -0.9030 6.1331 0.0 0.0 0.0
H -2.1543 -0.7344 5.8376 0.0 0.0 0.0
H -1.2568 0.5851 6.5776 0.0 0.0 0.0
H 1.0354 -0.5042 4.2994 0.0 0.0 0.0
H 2.4914 -0.3152 2.5652 0.0 0.0 0.0
H 2.4567 1.2359 1.6931 0.0 0.0 0.0
H 1.7315 -0.1807 0.9669 0.0 0.0 0.0
H -2.9867 2.2279 1.0073 0.0 0.0 -0.1
H -2.2190 3.6131 1.7458 0.0 0.0 0.0
H -3.4811 2.7331 2.6314 0.0 0.0 0.0
H -2.7804 1.3933 4.3056 0.0 0.0 0.0

Record 3
13
Properties=species:S:1:pos:R:3:forces:R:3 method="wB97M-V/def2-TZVPD" e_lumo_ev=6.2 total_energy_ha=-646.588149 mol_weight_g_mol=105.2 de_lowest_kcal_mol=8.6 largest_force_ev_per_a=2.3 total_charge=-2
O -0.9988 1.5606 -1.7778 0.5 0.7 -0.4
C -0.0277 1.8149 -0.8902 -1.3 -1.6 1.0
N 0.6369 0.5033 -0.3999 -0.8 0.4 0.2
C -0.3300 -0.2858 0.4311 -0.1 -0.7 -0.9
C 0.2806 -1.6611 0.7479 1.0 -0.1 1.2
S -0.1512 -2.4395 2.4170 0.1 0.3 -0.7
H 0.8000 2.4871 -1.1747 0.3 0.1 -0.4
H -0.4481 2.2388 0.0695 0.3 0.1 -0.1
H 0.5703 -0.0462 -1.2570 0.5 0.2 -0.3
H -1.2147 -0.4975 -0.1857 -0.3 0.5 0.3
H -0.6390 0.2480 1.3383 0.3 -0.1 -0.2
H 1.3605 -1.4734 0.6827 0.1 -0.1 0.5
H 0.1611 -2.4492 -0.0012 -0.7 0.3 -0.3

Record 4
68
Properties=species:S:1:pos:R:3:forces:R:3 method="wB97M-V/def2-TZVPD" e_lumo_ev="-7.4 / -7.5" total_energy_ha=-2492.441922 mol_weight_g_mol=836.7 de_lowest_kcal_mol=0.0 multiplicity=4 largest_force_ev_per_a=1.0 total_charge=+2 s_squared=3.786
Re 0.4410 0.4511 -0.8457 0.5 -0.9 -0.3
C 1.1206 2.0366 2.4110 0.0 0.0 0.0
C 2.0392 1.7796 1.2570 -0.2 0.1 0.0
C 1.6678 2.2195 -0.0662 0.2 0.1 -0.4
C 2.6815 2.2556 -1.1054 -0.2 0.2 0.0
C 2.4449 2.9913 -2.3956 0.0 -0.1 0.0
C 3.8797 1.6424 -0.8728 0.2 -0.1 0.1
C 4.1751 1.0770 0.3790 0.1 0.0 0.0
C 5.5091 0.4463 0.6121 0.0 0.0 0.0
C 3.2571 1.1787 1.4325 0.1 -0.1 0.1
H 1.5361 2.8471 3.0151 0.0 0.0 0.0
H 1.0324 1.1622 3.0529 0.0 0.0 0.0
H 0.1268 2.3499 2.0850 0.0 0.0 0.0
H 0.9477 3.0344 -0.0867 -0.1 0.0 -0.1
H 1.4764 3.4837 -2.4184 0.0 0.0 0.0
H 2.5369 2.3304 -3.2615 0.0 0.0 0.1
H 3.2041 3.7674 -2.5100 0.0 0.0 0.0
H 4.6350 1.6245 -1.6516 0.0 0.0 0.0
H 6.2127 1.2177 0.9411 0.0 0.0 0.0
H 5.9116 0.0099 -0.3002 0.0 0.0 0.0
H 5.4673 -0.3075 1.3965 0.0 0.0 0.0
H 3.5299 0.8065 2.4144 0.0 0.0 0.0
F -5.0048 4.7665 -1.9575 0.0 0.0 -0.1
C -4.5216 4.6040 -0.7282 0.0 -0.1 0.0
F -5.4995 4.1802 0.0668 -0.1 0.0 0.1
F -4.0911 5.7839 -0.2837 0.0 0.1 0.1
C -3.3671 3.6196 -0.7422 0.0 0.1 -0.1
C -2.3930 3.7175 -1.7250 -0.1 0.1 0.0
C -1.3365 2.8383 -1.7000 -0.1 0.0 0.1
N -1.2194 1.8774 -0.7661 0.1 -0.3 0.3
C -2.1616 1.8045 0.1883 0.1 0.0 0.0
C -3.2430 2.6555 0.2381 -0.1 0.0 0.1
H -2.4566 4.4627 -2.5061 0.0 0.0 0.0
H -0.5625 2.9013 -2.4439 0.0 0.0 0.0
H -2.0425 1.0412 0.9382 0.1 0.0 0.0
H -3.9740 2.5600 1.0290 0.0 0.0 0.0
I -1.7382 -0.5421 -3.0992 -0.1 0.2 -0.1
C 0.1550 0.4406 -2.9218 0.0 0.0 0.3
H 0.0659 1.3749 -3.4632 0.1 0.1 0.0
H 0.9023 -0.1905 -3.3957 0.0 0.0 0.0
C -4.9063 -4.3104 0.7522 0.1 0.1 0.0
C -3.5497 -3.7183 1.0346 -0.2 0.0 0.0
C -2.4600 -4.5291 1.3310 0.1 -0.1 0.0
C -1.2090 -3.9921 1.5932 0.0 -0.1 0.1
C -1.0467 -2.6167 1.5413 -0.1 0.2 -0.1
C -2.1245 -1.7808 1.2741 0.0 -0.2 0.0
C -3.3639 -2.3323 1.0213 -0.1 0.0 0.0
S 0.4916 -1.8977 1.9295 0.2 0.1 0.2
O 0.6612 -0.6475 1.1436 -0.7 0.1 0.1
O 0.6765 -1.7104 3.3339 0.0 0.1 -0.2
N 1.6203 -2.9619 1.4669 0.2 -0.2 -0.1
C 1.6805 -3.7891 0.2425 0.1 0.2 0.1
C 2.3484 -3.0722 -0.9387 0.1 0.0 0.1
C 1.5899 -1.8140 -1.1618 0.0 0.3 0.2
O 2.1638 -0.6584 -1.1635 -0.2 -0.2 0.1
O 0.3332 -1.8069 -1.1817 0.0 0.4 -0.2
H -4.9449 -5.3666 1.0097 0.0 0.0 0.0
H -5.1545 -4.2136 -0.3068 0.0 0.0 0.0
H -5.6811 -3.7896 1.3152 0.0 0.0 0.0
H -2.5922 -5.6041 1.3653 0.0 0.0 0.0
H -0.3837 -4.6433 1.8558 -0.1 0.0 0.0
H -1.9830 -0.7144 1.3228 -0.1 0.0 -0.1
H -4.2129 -1.6885 0.8188 0.0 0.0 0.0
H 2.0729 -3.3234 2.2977 0.1 0.0 -0.1
H 0.6865 -4.1140 -0.0489 -0.1 0.0 0.0
H 2.2593 -4.6700 0.5047 0.0 -0.1 0.0
H 2.2933 -3.6979 -1.8318 0.0 0.0 0.0
H 3.3898 -2.8363 -0.7311 0.0 0.0 0.0

Record 5
8
Properties=species:S:1:pos:R:3:forces:R:3 method="wB97M-V/def2-TZVPD" e_lumo_ev=-0.8 total_energy_ha=-3347.335622 mol_weight_g_mol=306.8 de_lowest_kcal_mol=0.0 largest_force_ev_per_a=4.0 total_charge=0
C 0.6292 0.0896 0.4534 -3.7 -1.4 -0.7
C -0.8188 -0.4388 -0.6793 2.7 0.0 1.4
F -0.0209 0.9677 1.2408 1.0 -0.2 -0.3
F 1.1211 -0.8943 1.2044 -0.2 0.4 -0.6
F 1.5805 0.6613 -0.2447 -0.2 0.0 0.1
F -1.3718 0.7501 -0.8908 0.1 0.0 -0.7
Br -2.2467 -1.5602 0.0829 1.1 0.4 -0.1
I 0.1303 -1.4081 -2.4657 -0.7 0.7 1.0

Record 6
68
Properties=species:S:1:pos:R:3:forces:R:3 method="wB97M-V/def2-TZVPD" e_lumo_ev="4.4 / 4.4" total_energy_ha=-1735.102706 mol_weight_g_mol=620.7 de_lowest_kcal_mol=0.0 multiplicity=6 largest_force_ev_per_a=0.7 total_charge=-2 s_squared=8.809
Ru 0.5200 -0.0121 -0.2269 0.6 0.1 0.3
C 0.8721 -6.2797 -3.1811 0.0 0.0 0.0
C 0.3963 -5.0066 -2.5254 0.1 -0.1 0.0
C -0.6544 -4.2858 -3.0789 -0.1 0.2 0.1
C -1.0709 -3.1110 -2.4193 0.0 -0.1 -0.2
C -0.4893 -2.6369 -1.2653 0.0 0.3 0.3
N -1.0193 -1.4429 -0.6858 -0.1 -0.2 -0.3
C -2.2783 -1.5000 -0.2233 -0.1 -0.1 0.2
C -2.9753 -2.7227 0.0323 0.2 0.1 -0.1
C -4.2539 -2.7676 0.5334 -0.1 0.0 0.1
C -4.9827 -1.6145 0.8424 0.1 0.0 0.0
C -6.3591 -1.6728 1.4469 -0.1 0.0 0.0
C -4.3332 -0.4126 0.6120 -0.1 0.0 0.1
C -3.0503 -0.3444 0.0909 0.2 0.3 -0.1
N -2.5569 0.9743 -0.1857 -0.1 -0.2 0.1
C -3.2651 1.9923 -0.7182 -0.1 0.0 -0.1
C -2.4738 3.1180 -0.6808 0.2 -0.1 0.1
C -1.2696 2.6754 -0.1028 -0.1 0.1 -0.1
N -1.3361 1.3850 0.1960 0.0 0.1 0.1
C 0.6281 -3.3421 -0.7131 0.2 -0.3 -0.1
C 1.0197 -4.5578 -1.3748 -0.1 0.2 0.0
N 1.3560 -2.9687 0.4008 -0.2 0.0 0.1
C 2.3541 -3.6999 1.0080 0.0 0.0 0.0
C 2.7534 -2.9950 2.1495 0.0 -0.1 -0.1
C 1.9707 -1.8614 2.1676 0.0 0.2 0.1
N 1.1251 -1.8132 1.1221 -0.1 -0.1 -0.3
H 0.0465 -6.9818 -3.3291 0.0 0.0 0.0
H 1.6333 -6.7747 -2.5756 0.0 0.0 0.0
H 1.3062 -6.0792 -4.1652 0.0 0.0 0.0
H -1.1432 -4.6149 -3.9888 0.0 0.0 0.0
H -1.9008 -2.5334 -2.8131 0.0 0.0 0.0
H -2.4518 -3.6426 -0.1884 0.0 0.0 0.0
H -4.7077 -3.7399 0.7100 0.0 0.0 0.0
H -6.8322 -2.6358 1.2413 0.0 0.0 0.0
H -7.0122 -0.8948 1.0421 0.0 0.0 0.0
H -6.3459 -1.5470 2.5350 0.0 0.0 0.0
H -4.8352 0.5203 0.8515 0.0 0.0 0.0
H -4.2516 1.8188 -1.1132 0.0 0.0 0.0
H -2.7060 4.0979 -1.0594 0.0 0.0 0.0
H -0.3405 3.1972 0.0618 0.0 0.0 0.0
H 1.8199 -5.1573 -0.9701 0.0 0.0 0.0
H 2.7282 -4.6128 0.5918 0.0 0.0 0.0
H 3.5268 -3.2730 2.8451 0.0 0.0 0.0
H 1.9683 -1.0451 2.8714 0.1 0.0 0.0
C 1.9175 1.4906 -0.4604 0.0 0.2 -0.4
C 1.8337 2.3939 -1.6066 0.1 0.0 0.1
C 2.3348 3.7230 -1.5798 0.0 0.0 0.1
C 2.1026 4.6321 -2.5959 0.0 0.0 -0.1
C 1.3659 4.2771 -3.7262 0.0 0.0 0.1
C 0.8902 2.9711 -3.7974 0.0 -0.1 0.0
C 1.1250 2.0611 -2.7810 -0.1 -0.2 -0.1
H 2.8945 4.0478 -0.7103 0.0 0.0 0.0
H 2.5005 5.6384 -2.5014 0.0 0.0 0.0
H 1.1675 4.9923 -4.5153 0.0 0.0 0.0
H 0.3248 2.6470 -4.6659 0.0 0.0 0.0
H 0.7541 1.0441 -2.8790 0.0 0.0 0.0
N 7.1943 2.2832 3.8812 0.0 0.0 0.0
C 6.3068 2.1507 3.1523 -0.3 -0.1 -0.2
C 5.2082 1.9861 2.2475 0.4 0.1 0.3
C 5.3970 2.1297 0.8628 -0.1 0.0 -0.1
C 4.3443 1.9881 -0.0063 0.0 0.1 0.0
C 3.0221 1.6852 0.4364 -0.2 -0.1 0.0
C 2.8728 1.5431 1.8436 0.1 -0.1 0.1
C 3.9225 1.6889 2.7202 -0.2 0.0 -0.1
H 6.3893 2.3449 0.4824 0.0 0.0 0.0
H 4.5120 2.0905 -1.0715 0.0 0.0 0.0
H 1.8795 1.3228 2.2186 0.0 0.0 0.0
H 3.7589 1.5829 3.7866 0.0 0.0 0.0